Entry 1:
DFT (ωB97M-V with the def2-TZVPD basis set) results for a molecular structure, C30H52KN11O2.

The geometry in XYZ format:
```
96
Properties=species:S:1:pos:R:3:mulliken_charge:R:1
K 0.243 -0.221 0.146 1.4691
C -2.856 -4.827 0.667 -1.1759
N -2.076 -3.701 0.190 0.1413
C -0.799 -3.518 0.858 -0.9432
C -2.650 -2.606 -0.411 0.1083
N -2.051 -1.482 -0.338 -0.0023
C -2.430 -0.340 -1.136 -0.8034
C -2.874 0.836 -0.257 -1.0020
N -1.859 1.305 0.687 0.9722
C -2.172 0.938 2.065 -0.8606
C -1.034 1.097 3.074 -1.3248
N 0.065 0.178 2.829 -0.0494
C 0.528 -0.554 3.776 0.1989
N -0.101 -0.736 5.012 0.2874
C 0.659 -0.837 6.238 -1.0682
C -1.440 -1.277 5.063 -0.9630
N 1.736 -1.203 3.632 0.0881
C 1.826 -2.598 4.033 -1.1179
C 2.548 -0.919 2.456 -0.8421
C -1.428 2.692 0.526 -1.7076
C 0.093 2.874 0.475 -0.4724
N 0.593 2.337 -0.776 -0.2490
C 1.673 2.784 -1.302 0.5550
N 1.927 2.548 -2.640 -0.0437
C 0.869 1.918 -3.409 -0.8682
C 3.257 2.123 -3.057 -0.9259
N 2.621 3.551 -0.643 0.5659
C 3.297 4.663 -1.271 -1.1611
C 3.065 3.193 0.685 -1.0584
N -3.859 -2.887 -1.080 0.4082
C -4.972 -1.975 -0.971 -1.1011
C -3.786 -3.646 -2.310 -1.0729
H -2.335 -5.759 0.438 0.3178
H -3.829 -4.839 0.190 0.4109
H -2.997 -4.774 1.754 0.3277
H -0.434 -4.495 1.173 0.3978
H -0.900 -2.878 1.745 0.2741
H -0.058 -3.065 0.198 0.1921
H -3.233 -0.536 -1.857 0.5665
H -1.560 -0.031 -1.732 -0.1341
H -3.774 0.526 0.290 0.3231
H -3.180 1.654 -0.915 0.4548
H -2.482 -0.110 2.061 0.2178
H -3.026 1.532 2.440 0.2920
H -1.477 0.998 4.069 0.5662
H -0.650 2.120 3.019 0.3735
H 1.663 -0.452 6.081 0.3516
H 0.735 -1.868 6.607 0.3362
H 0.173 -0.241 7.016 0.3434
H -1.879 -1.276 4.067 0.2102
H -2.081 -0.692 5.729 0.3176
H -1.431 -2.313 5.429 0.3270
H 1.069 -2.840 4.774 0.3865
H 2.810 -2.807 4.458 0.2833
H 1.682 -3.254 3.167 0.2722
H 2.551 0.149 2.250 0.2119
H 2.191 -1.464 1.574 0.4135
H 3.570 -1.244 2.657 0.3066
H -1.848 3.323 1.325 0.3445
H -1.815 3.077 -0.419 0.4868
H 0.548 2.384 1.343 0.1199
H 0.311 3.948 0.566 0.5660
H -0.083 2.392 -3.185 0.3548
H 0.790 0.849 -3.181 0.2114
H 1.097 2.038 -4.469 0.3081
H 3.491 2.546 -4.036 0.3095
H 3.309 1.032 -3.125 0.2997
H 4.005 2.448 -2.340 0.1796
H 2.890 4.827 -2.265 0.3704
H 4.376 4.487 -1.356 0.3143
H 3.154 5.573 -0.680 0.3655
H 2.756 2.175 0.918 0.1256
H 2.684 3.866 1.461 0.2386
H 4.159 3.221 0.718 0.3624
H -4.889 -1.405 -0.047 0.3050
H -5.903 -2.549 -0.934 0.3016
H -5.053 -1.269 -1.809 0.3753
H -2.971 -4.365 -2.250 0.3604
H -3.620 -3.005 -3.187 0.2748
H -4.721 -4.192 -2.463 0.3148
N 11.404 0.285 0.832 -0.5165
C 10.282 0.179 0.602 -0.0203
C 8.882 0.046 0.315 0.5636
C 8.145 1.148 -0.115 -0.7047
C 6.800 1.020 -0.391 -0.2715
C 6.150 -0.213 -0.248 0.4253
C 6.902 -1.315 0.186 -0.5187
C 8.246 -1.187 0.463 -0.6699
C 4.764 -0.351 -0.532 -0.2675
C 3.588 -0.476 -0.776 0.3597
H 8.640 2.104 -0.231 0.4338
H 6.228 1.875 -0.726 0.4317
H 6.404 -2.269 0.292 0.5150
H 8.819 -2.043 0.795 0.4410
O 2.346 -0.528 -1.063 -0.7124
O 1.799 -1.877 -0.744 -0.6992
```

Gap between HOMO and LUMO ... 7.43 eV
LUMO level ... 0.19 eV
Highest occupied orbital energy ... -7.2 eV

Entry 2:
DFT (ωB97M-V with the def2-TZVPD basis set) results for C23H23F6N3O2 in the gas phase.

The geometry in XYZ format:
```
57
Properties=species:S:1:pos:R:3:mulliken_charge:R:1
C -5.610 -2.974 0.677 -1.1290
C -4.562 -2.394 1.620 -0.2015
C -5.041 -1.142 2.355 -0.7540
C -5.273 0.059 1.434 -0.8784
N -4.046 0.473 0.807 0.9124
N -3.110 1.090 1.525 -1.4067
C -2.102 1.312 0.683 -0.3671
C -0.875 1.938 0.940 -0.9214
C 0.032 2.049 -0.084 0.6555
C 1.334 2.694 0.223 0.3534
O 1.471 3.583 1.038 -0.6809
N 2.400 2.197 -0.470 -0.1490
C 3.734 2.675 -0.206 -1.0546
C 4.766 1.587 -0.124 0.7980
C 5.944 1.741 -0.851 -1.0188
C 6.944 0.788 -0.843 -0.8654
C 6.770 -0.367 -0.095 0.1371
C 7.816 -1.447 -0.065 0.8775
F 8.897 -1.150 -0.797 -0.2882
F 7.343 -2.614 -0.537 -0.2588
F 8.251 -1.695 1.181 -0.2561
C 5.612 -0.550 0.645 -0.9783
C 4.620 0.421 0.640 0.5734
C 3.392 0.151 1.477 0.9769
F 2.351 -0.267 0.726 -0.2550
F 3.601 -0.825 2.373 -0.2952
F 2.977 1.209 2.174 -0.2690
C -0.274 1.570 -1.382 -1.1769
C -1.468 0.971 -1.665 -0.4427
C -2.412 0.816 -0.633 1.9326
C -3.697 0.278 -0.479 -0.0402
O -4.608 -0.311 -1.290 -0.5219
C -4.174 -0.774 -2.556 -0.4986
C -3.231 -1.966 -2.454 -0.9830
H -5.261 -3.917 0.260 0.3234
H -6.539 -3.163 1.211 0.3699
H -5.816 -2.295 -0.146 0.1853
H -3.654 -2.161 1.060 0.1672
H -4.299 -3.148 2.365 0.3927
H -4.293 -0.854 3.095 0.3700
H -5.974 -1.360 2.876 0.4215
H -5.642 0.900 2.027 0.3159
H -5.990 -0.175 0.647 0.3824
H -0.646 2.316 1.923 0.5580
H 2.272 1.443 -1.124 0.2953
H 3.663 3.221 0.746 0.3854
H 4.040 3.393 -0.979 0.3993
H 6.079 2.636 -1.439 0.3786
H 7.846 0.935 -1.415 0.4791
H 5.490 -1.448 1.233 0.4942
H 0.438 1.717 -2.182 0.5062
H -1.670 0.631 -2.670 0.3438
H -5.098 -1.064 -3.063 0.3791
H -3.714 0.047 -3.118 0.3740
H -2.321 -1.693 -1.924 0.3234
H -2.968 -2.309 -3.450 0.3851
H -3.714 -2.778 -1.917 0.2443
```

Gap between HOMO and LUMO ... 8.11 eV
SMILES ... CCCCn1nc2cc(C(=O)NCc3ccc(C(F)(F)F)cc3C(F)(F)F)ccc2c1OCC
LUMO level ... 0.37 eV
Highest occupied orbital energy ... -7.7 eV

Entry 3:
DFT (ωB97M-V with the def2-TZVPD basis set) results for a gas-phase ion, C26H35N2O (charge +1).

The geometry in XYZ format:
```
64
Properties=species:S:1:pos:R:3:mulliken_charge:R:1
C 2.683 2.213 4.296 -0.8561
O 2.035 1.660 3.141 -0.1457
C 1.029 2.507 2.626 -1.5644
C 0.581 2.259 1.182 -0.0835
C -0.788 2.926 0.999 -0.7623
C -1.684 1.994 0.187 -0.7508
C -1.106 0.603 0.415 -0.1667
N 0.382 0.806 0.670 0.4765
C 1.055 -0.304 1.340 -0.0674
C 2.522 -0.412 0.923 0.3036
C 3.121 -1.663 0.754 0.0736
C 4.358 -1.776 0.130 -1.0523
C 5.123 -0.633 -0.130 0.9511
C 6.467 -0.768 -0.791 -1.4695
C 4.604 0.618 0.227 -1.4768
C 3.300 0.733 0.720 -0.3717
C 0.326 -1.550 1.003 -0.3412
C -0.462 -2.368 1.816 0.1485
C -0.765 -2.323 3.312 2.3737
C 0.536 -2.674 4.037 -1.4620
C -1.860 -3.350 3.629 -2.0885
C -1.258 -0.938 3.725 -1.5131
N -0.977 -3.367 1.043 0.0119
C -0.513 -3.266 -0.261 -0.5253
C -0.748 -4.082 -1.356 -0.9568
C -0.060 -3.753 -2.535 -0.6381
C 0.754 -2.603 -2.623 -1.0201
C 0.947 -1.764 -1.519 -0.1398
C 0.334 -2.131 -0.319 0.6787
H 3.429 1.489 4.634 0.2644
H 3.184 3.166 4.042 0.3071
H 1.966 2.415 5.111 0.3190
H 0.162 2.445 3.314 0.6425
H 1.398 3.555 2.650 0.5772
H 1.316 2.720 0.501 0.5244
H -1.258 3.050 1.988 0.4073
H -0.688 3.933 0.571 0.3637
H -2.720 2.017 0.552 0.3612
H -1.696 2.232 -0.884 0.3230
H -1.507 0.137 1.318 -0.0794
H -1.257 -0.091 -0.425 0.4055
H 0.777 0.834 -0.272 0.7669
H 1.003 -0.162 2.422 0.7089
H 2.589 -2.560 1.087 0.4981
H 4.731 -2.764 -0.160 0.4355
H 7.020 0.175 -0.776 0.3541
H 7.091 -1.517 -0.287 0.3707
H 6.368 -1.091 -1.838 0.3013
H 5.204 1.520 0.101 0.3314
H 2.923 1.711 0.994 0.1870
H 1.334 -1.954 3.805 0.2697
H 0.366 -2.685 5.123 0.4327
H 0.872 -3.673 3.726 0.3448
H -2.772 -3.141 3.053 0.4166
H -1.511 -4.372 3.438 0.3765
H -2.116 -3.287 4.694 0.4235
H -2.133 -0.645 3.128 0.3124
H -1.570 -0.958 4.780 0.5451
H -0.480 -0.170 3.629 0.0848
H -1.623 -4.091 1.349 0.3199
H -1.429 -4.930 -1.262 0.4435
H -0.164 -4.398 -3.411 0.3994
H 1.254 -2.363 -3.569 0.4244
H 1.570 -0.865 -1.583 0.2713
```

Gap between HOMO and LUMO ... 8.41 eV
SMILES ... COC[C@@H]1CCC[N@@H+]1[C@H](c1ccc(C)cc1)c1c(C(C)(C)C)[nH]c2ccccc12
LUMO level ... -2.20 eV
Charge ... +1
Highest occupied orbital energy ... -10.6 eV